[1]
Entry from the OMol25 dataset: a gas-phase ion, C5H11N2O (charge +1) at a distorted geometry (ωB97M-V/def2-TZVPD).

Each line ends with the Löwdin charge.
CARTESIAN COORDINATES (ANGSTROEM)
1 O 1.05234 -1.02371 -2.62537  0.10
2 C 0.32299 -0.97487 -1.67672  -0.15
3 C 0.82195 -0.40315 -0.34222  -0.22
4 C 0.07868 0.84538 0.14606  -0.09
5 C -1.19736 0.39145 0.80011  -0.42
6 C -2.38992 0.87035 0.47307  0.07
7 N -1.08458 -0.66068 1.76351  0.07
8 N 2.29870 -0.11803 -0.57644  0.23
9 H -0.73740 -1.26486 -1.68613  0.16
10 H 0.77297 -1.20219 0.39061  0.14
11 H 0.73648 1.50791 0.70959  0.13
12 H -0.28678 1.38543 -0.72120  0.13
13 H -2.52449 1.64366 -0.27788  0.07
14 H -3.32910 0.47562 0.84120  0.08
15 H -1.99619 -0.85765 2.15736  0.09
16 H -0.48727 -0.37889 2.53625  0.10
17 H 2.57398 0.84078 -0.36918  0.17
18 H 2.53408 -0.33691 -1.55878  0.15
19 H 2.84095 -0.73964 0.01615  0.17

SMILES = C=C(N)C[C@H]([NH3+])C=O
E_LUMO = -3.58 eV
total charge = +1
energy relative to the best compared isomer or geometry (same formula, charge and spin) = 46.9 kcal/mol

[2]
Entry from the OMol25 dataset: a molecular structure, C41H38AsMnN2O9P2 (ωB97M-V/def2-TZVPD).

Each line ends with the Mulliken spin population.
CARTESIAN COORDINATES (ANGSTROEM)
1 Mn 0.62814 -0.01332 -0.01965  4.63
2 C -2.32594 3.69297 -0.31829  0.00
3 C -0.89934 3.55828 -0.84018  0.00
4 O -0.56651 4.75128 -1.56924  0.00
5 P -0.75174 2.19706 -2.03263  0.00
6 O 0.62081 2.34928 -2.77649  0.00
7 O -1.81253 2.52222 -3.17945  0.00
8 O -1.02229 0.88188 -1.40850  0.07
9 P 0.27302 3.19057 0.57032  0.03
10 O 1.16837 4.54924 0.53468  0.00
11 O -0.46203 3.11332 1.85716  0.00
12 O 1.14473 2.05610 0.10259  0.09
13 H -2.98855 3.97038 -1.13965  0.00
14 H -2.35209 4.46882 0.44659  0.00
15 H -2.68055 2.76854 0.13820  0.00
16 H 0.21200 5.14300 -1.15208  0.00
17 H 1.32342 1.78097 -2.39304  0.00
18 H -1.62585 3.37128 -3.60671  0.00
19 H 1.08991 5.01469 1.37664  0.00
20 C -5.17926 2.00298 3.24501  0.00
21 C -4.17044 2.03952 4.19434  0.00
22 C -2.94507 1.43341 3.94161  0.00
23 C -2.72591 0.78502 2.73480  0.02
24 C -3.73932 0.75451 1.78025  0.00
25 C -4.96163 1.35817 2.03392  0.00
26 As -1.06182 -0.08100 2.23262  0.03
27 C 0.07119 0.02710 3.80612  0.00
28 C 0.43716 1.26967 4.32094  -0.02
29 C 1.33845 1.33773 5.37543  0.00
30 C 1.89268 0.18167 5.90527  0.00
31 C 1.55184 -1.05150 5.37210  0.00
32 C 0.64450 -1.12953 4.32419  0.00
33 C -1.67754 -1.92152 2.32743  0.00
34 C -1.47884 -2.72633 1.21354  0.04
35 C -1.94467 -4.03790 1.20596  0.01
36 C -2.61290 -4.54351 2.30922  0.00
37 C -2.81813 -3.73767 3.42404  0.00
38 C -2.35415 -2.43230 3.43272  -0.01
39 H -6.13169 2.47849 3.44385  0.00
40 H -4.33183 2.54433 5.13914  0.00
41 H -2.16525 1.47436 4.69079  0.00
42 H -3.57781 0.26421 0.82526  0.00
43 H -5.73939 1.32893 1.28100  0.00
44 H 0.04133 2.17240 3.87556  0.00
45 H 1.62112 2.30673 5.76937  0.00
46 H 2.60485 0.24266 6.71922  0.00
47 H 2.00413 -1.95914 5.75084  0.00
48 H 0.42090 -2.09601 3.89131  0.00
49 H -0.94807 -2.35553 0.34132  0.00
50 H -1.77168 -4.65523 0.33338  0.00
51 H -2.97410 -5.56434 2.30616  0.00
52 H -3.34250 -4.12799 4.28812  0.00
53 H -2.51957 -1.80932 4.30519  0.00
54 C 4.05843 -2.87298 2.21773  0.01
55 C 4.03701 -1.49312 2.37619  -0.01
56 C 3.02621 -0.74524 1.78360  -0.05
57 C 2.00027 -1.30921 1.00728  0.20
58 C 2.06477 -2.70515 0.87404  -0.10
59 C 3.06285 -3.47659 1.46086  0.00
60 H 4.83991 -3.47108 2.67349  0.00
61 H 4.80541 -0.99983 2.96192  0.00
62 H 3.04104 0.33141 1.94536  0.02
63 H 1.32011 -3.22670 0.27690  -0.01
64 H 3.06811 -4.55311 1.32099  0.00
65 O 3.38531 0.77600 -3.42306  0.00
66 C 2.70130 -0.18636 -3.14456  0.00
67 N 2.70758 -1.38853 -3.85154  0.00
68 C 1.56759 -2.20174 -3.47334  0.01
69 C 1.07926 -1.38866 -2.26902  -0.26
70 O 0.14336 -1.74409 -1.53873  0.07
71 N 1.77332 -0.26642 -2.11474  0.22
72 C 1.93575 -3.59494 -2.98580  0.00
73 C 3.24276 -3.90744 -2.64119  0.00
74 C 3.54878 -5.15357 -2.10930  0.00
75 C 2.54951 -6.09210 -1.91102  0.00
76 C 1.23762 -5.77894 -2.24559  0.00
77 C 0.93309 -4.53810 -2.77899  0.00
78 C 0.52058 -2.22144 -4.58351  0.00
79 C 0.78071 -2.97045 -5.72859  0.00
80 C -0.10118 -2.96598 -6.79578  0.00
81 C -1.26617 -2.21239 -6.72848  0.00
82 C -1.53573 -1.47067 -5.59031  0.00
83 C -0.65063 -1.47295 -4.51850  0.00
84 H 3.03745 -1.35958 -4.80215  0.00
85 H 4.01684 -3.16266 -2.76634  0.00
86 H 4.57114 -5.37821 -1.83318  0.00
87 H 2.78859 -7.05971 -1.48791  0.00
88 H 0.44886 -6.50243 -2.08236  0.00
89 H -0.09141 -4.28824 -3.02349  0.00
90 H 1.67889 -3.57659 -5.77715  0.00
91 H 0.11754 -3.55437 -7.67808  0.00
92 H -1.95925 -2.20780 -7.56036  0.00
93 H -2.44059 -0.88022 -5.52501  0.00
94 H -0.88407 -0.89727 -3.63263  0.00

multiplicity = 6
E_LUMO (spin up / spin down) = 2.57 / 2.57 eV
total charge = -1
energy relative to the best compared isomer or geometry (same formula, charge and spin) = 3.9 kcal/mol
⟨S²⟩ = 8.76

[3]
Entry from the OMol25 dataset: a molecular structure, C17H29BNO4P2Tm at a distorted geometry (ωB97M-V/def2-TZVPD).

Each line ends with the Mulliken spin population.
CARTESIAN COORDINATES (ANGSTROEM)
1 C -0.81002 1.27654 -4.51942  0.00
2 C -0.82760 0.75680 -3.25152  0.00
3 N -0.01639 1.26605 -2.31476  0.00
4 C 0.83314 2.27304 -2.56703  0.00
5 C 0.90540 2.80910 -3.82408  0.00
6 C 0.07285 2.31499 -4.83231  0.00
7 C -1.71398 -0.43305 -2.87027  0.00
8 P -2.12826 -0.54325 -1.05112  -0.01
9 Tm 0.00301 0.30200 -0.28777  2.05
10 P 2.06093 1.58824 -0.04935  -0.01
11 C 1.64128 2.83117 -1.38232  0.00
12 O -0.54072 -3.35161 -3.26281  0.00
13 O 0.61399 -3.39803 -0.79298  0.00
14 H -1.48119 0.86593 -5.28496  0.00
15 H 1.60652 3.63030 -4.03007  0.00
16 H 0.10903 2.73217 -5.84283  0.00
17 C -3.50230 0.52975 -0.74841  0.00
18 C -2.57578 -2.19420 -0.68919  0.00
19 H 2.55937 3.31879 -1.73195  0.00
20 H 1.02115 3.58794 -0.87305  0.00
21 H -1.18367 -1.39431 -3.09168  0.00
22 H -2.64439 -0.42466 -3.45578  0.00
23 C 2.30547 2.47837 1.43912  0.00
24 C 3.55444 0.77746 -0.52423  0.00
25 H 0.72901 -2.40371 -0.81242  0.01
26 H 0.33386 -3.57610 0.11553  0.00
27 H -0.19248 -3.53002 -2.35173  0.00
28 H 0.26057 -3.23850 -3.78501  0.00
29 H -0.80571 1.67401 0.44544  -0.01
30 H 0.89551 -1.01647 -1.01212  -0.01
31 H -4.37290 0.15175 -1.29348  0.00
32 H -3.72217 0.54355 0.33325  0.00
33 H -3.28351 1.56429 -1.05477  0.00
34 H -3.43531 -2.48049 -1.30756  0.00
35 H -1.73344 -2.88205 -0.87761  0.00
36 H -2.84003 -2.25912 0.37529  0.00
37 H 4.36577 1.51111 -0.55115  0.00
38 H 3.79197 -0.00775 0.21381  0.00
39 H 3.45186 0.28778 -1.50520  0.00
40 H 3.16836 3.14240 1.32443  0.00
41 H 1.40908 3.06046 1.70952  0.00
42 H 2.49106 1.76461 2.25430  0.00
43 O -0.11412 -1.79530 2.54105  0.00
44 B 0.19125 -0.53596 1.98070  -0.02
45 O 0.32493 0.45405 3.01377  0.00
46 C 0.15282 -0.24536 4.19542  0.00
47 C 0.20792 0.22971 5.44108  0.00
48 C 0.00090 -0.67708 6.48971  0.00
49 C -0.24986 -2.00239 6.22286  0.00
50 C -0.30560 -2.46961 4.90280  0.00
51 C -0.11002 -1.60592 3.91006  0.00
52 H 0.40829 1.29319 5.63667  0.00
53 H 0.04164 -0.30124 7.53237  0.00
54 H -0.41211 -2.71179 7.06087  0.00
55 H -0.50983 -3.53757 4.69093  0.00

multiplicity = 3
E_LUMO (spin up / spin down) = -0.12 / -0.11 eV
⟨S²⟩ = 2.00

[4]
Entry from the OMol25 dataset: C2H4IOP3 in the gas phase at a distorted geometry (ωB97M-V/def2-TZVPD).

Each line ends with the Mulliken spin population.
CARTESIAN COORDINATES (ANGSTROEM)
1 C 0.13271 -0.27830 -0.13145  0.59
2 C 1.21989 -0.83333 -0.91510  -0.01
3 O 0.14613 2.48494 0.05143  0.00
4 P -1.94642 1.00321 1.89870  0.98
5 P -1.40169 -0.65775 0.49782  0.15
6 P 0.12473 1.26252 1.09619  0.02
7 I -1.97635 -2.98778 1.18120  0.19
8 H 1.87246 0.01981 -1.21176  0.01
9 H 0.79551 -1.25275 -1.89619  0.03
10 H 1.73286 -1.51991 -0.31374  0.04
11 H -0.69985 2.75933 -0.25710  0.00

multiplicity = 3
E_LUMO (spin up / spin down) = -0.16 / -2.20 eV
energy relative to the best compared isomer or geometry (same formula, charge and spin) = 0.0 kcal/mol
⟨S²⟩ = 2.04

[5]
Entry from the OMol25 dataset: a molecular structure, C2H2MgO2Tl at a distorted geometry (ωB97M-V/def2-TZVPD).

Each line ends with the Löwdin charge.
CARTESIAN COORDINATES (ANGSTROEM)
1 O 0.54672 0.92755 -0.40331  -0.63
2 C 0.48947 -0.42267 -0.13358  -0.32
3 C -0.46282 -0.88018 0.70906  -0.29
4 O -1.30611 -0.03071 1.32447  -0.26
5 Tl 0.84093 1.75645 -2.54695  1.07
6 Mg -0.54410 1.69173 1.00713  1.19
7 H 1.09199 -1.08731 -0.75758  0.11
8 H -0.65608 -1.95487 0.80075  0.13

E_LUMO = -5.96 eV
total charge = +1
energy relative to the best compared isomer or geometry (same formula, charge and spin) = 0.0 kcal/mol

[6]
Entry from the OMol25 dataset: C5H7FO2 in the gas phase at a distorted geometry (ωB97M-V/def2-TZVPD).

Each line ends with the Löwdin charge.
CARTESIAN COORDINATES (ANGSTROEM)
1 C -1.02930 1.82905 -0.02535  -0.05
2 C 0.06519 -0.31710 -0.02733  -0.27
3 C -1.26917 -0.95989 0.23731  -0.14
4 C 1.16533 -1.04794 -0.04714  -0.02
5 C 2.54069 -0.53957 -0.23118  -0.24
6 H -1.91507 1.46866 -0.52796  0.08
7 H -1.24993 1.91177 1.06048  0.10
8 H -0.70218 2.80211 -0.39083  0.10
9 H -1.71349 -0.51024 1.16319  0.14
10 H -1.15207 -2.04163 0.38270  0.13
11 H 1.09698 -2.09916 0.10101  0.09
12 H 3.32776 -1.37286 -0.20513  0.12
13 O 0.11715 1.01566 -0.25743  -0.05
14 O 2.84715 0.64134 -0.40314  0.03
15 F -2.12904 -0.78020 -0.82920  -0.03

SMILES = CO/C(=C\C=O)CF
E_LUMO = 0.31 eV
energy relative to the best compared isomer or geometry (same formula, charge and spin) = 18.1 kcal/mol

[7]
Entry from the OMol25 dataset: a molecular structure, C11H25NO7PPrS4 at a distorted geometry (ωB97M-V/def2-TZVPD).

Each line ends with the Mulliken spin population.
CARTESIAN COORDINATES (ANGSTROEM)
1 Pr 1.21072 0.14413 -1.05207  2.01
2 S 2.20632 -2.23466 0.42337  0.00
3 S 1.11057 -3.53144 -0.72090  0.00
4 S 1.44086 -3.09424 -2.71273  0.00
5 S 0.22207 -1.56554 -3.28415  0.00
6 N 0.98819 1.71622 -3.03065  0.00
7 C 1.99492 2.71060 -2.66688  0.00
8 C 1.85375 3.17315 -1.16834  0.00
9 O 1.96136 4.38044 -0.95010  0.00
10 O 1.70113 2.25423 -0.32577  0.00
11 H 1.22271 1.24134 -3.90420  0.00
12 H 0.06077 2.13537 -3.10002  0.00
13 H 1.98088 3.60397 -3.31805  0.00
14 H 2.97915 2.22427 -2.72263  0.00
15 C 4.34448 -0.57667 -2.27180  0.00
16 O 3.16496 0.01484 -1.95450  0.00
17 H 4.39863 -0.86700 -3.34911  0.00
18 H 4.54670 -1.50231 -1.68807  0.00
19 H 5.21602 0.10296 -2.08992  0.00
20 C 1.84714 0.45139 2.66324  0.00
21 C 0.34258 0.20936 2.48207  0.00
22 C -0.02370 -1.21297 2.92587  0.00
23 C -0.45166 1.23596 3.28114  0.00
24 O 0.07144 0.29433 1.07904  0.00
25 P -1.20907 1.09603 0.37015  0.00
26 O -1.43929 2.45631 0.87405  0.00
27 O -0.94958 0.83684 -1.08675  0.00
28 O -2.47789 0.17327 0.89240  0.00
29 C -3.03803 -0.90624 0.16134  0.00
30 C -3.97293 -1.62509 1.14288  0.00
31 C -3.83965 -0.34475 -1.01322  0.00
32 C -1.98732 -1.89540 -0.33401  0.00
33 H 2.12738 0.35442 3.71189  0.00
34 H 2.09272 1.45026 2.30915  0.00
35 H 2.41220 -0.27884 2.07684  0.00
36 H 0.24840 -1.37499 3.96657  0.00
37 H 0.50927 -1.92989 2.29794  0.00
38 H -1.09541 -1.35822 2.81340  0.00
39 H -0.23036 1.12976 4.34350  0.00
40 H -1.51239 1.08526 3.10139  0.00
41 H -0.19029 2.23153 2.93718  0.00
42 H -4.69713 -0.92216 1.54599  0.00
43 H -3.39175 -2.03797 1.96265  0.00
44 H -4.49439 -2.43350 0.63774  0.00
45 H -4.62928 0.30521 -0.64159  0.00
46 H -4.27309 -1.14799 -1.60317  0.00
47 H -3.16703 0.24197 -1.63004  0.00
48 H -1.39459 -2.26921 0.49802  0.00
49 H -1.32217 -1.40715 -1.04977  0.00
50 H -2.46836 -2.73719 -0.82937  0.00

multiplicity = 3
E_LUMO (spin up / spin down) = 4.76 / 4.76 eV
total charge = -2
energy relative to the best compared isomer or geometry (same formula, charge and spin) = 4.7 kcal/mol
⟨S²⟩ = 2.00

[8]
Entry from the OMol25 dataset: a gas-phase ion, C17H35NOPS (charge +1) at a distorted geometry (ωB97M-V/def2-TZVPD).

Each line ends with the Löwdin charge.
CARTESIAN COORDINATES (ANGSTROEM)
1 C -2.51797 -0.52073 3.18228  -0.15
2 C -3.63077 -0.18855 2.13255  -0.41
3 P -2.97657 0.30868 0.45455  1.04
4 C -4.44733 0.80001 -0.63707  -0.38
5 C -5.47374 1.65216 0.19722  -0.15
6 N -2.28763 -1.11302 -0.38940  -0.25
7 C -2.18837 -2.25779 0.22003  -0.35
8 S -1.44072 -3.59402 -0.71950  1.01
9 C -0.90638 -2.41711 -2.02793  -0.37
10 C -1.79623 -1.15718 -1.78883  -0.34
11 C -1.41143 0.17743 -2.49662  -0.14
12 C 0.12584 0.51495 -2.28304  -0.18
13 C 0.98963 -0.06891 -3.44979  -0.20
14 C 2.51334 -0.20108 -3.14100  -0.19
15 C 2.85550 -0.94122 -1.80242  -0.21
16 C 3.03671 0.07669 -0.63103  -0.23
17 C 3.51062 -0.61274 0.70506  -0.18
18 C 3.85255 0.54921 1.72211  -0.19
19 C 2.97956 0.47950 3.01712  -0.24
20 O 3.44344 1.24380 4.11664  -0.19
21 C 4.01718 2.48492 3.72539  -0.12
22 H -3.02455 -0.65574 4.15959  0.09
23 H -1.95973 -1.45274 2.98041  0.06
24 H -1.81583 0.32665 3.29255  0.08
25 H -4.35053 -1.02936 2.00716  0.09
26 H -4.18809 0.69378 2.51174  0.08
27 H -4.07055 1.39897 -1.48368  0.07
28 H -4.94982 -0.13514 -0.96771  0.08
29 H -5.04414 2.61030 0.54020  0.08
30 H -5.90052 1.05067 1.02265  0.07
31 H -6.29771 1.90611 -0.50252  0.08
32 H -2.49678 -2.53738 1.23600  0.09
33 H -1.06799 -2.92409 -2.99873  0.10
34 H 0.17093 -2.16743 -2.00483  0.06
35 H -2.73184 -1.44254 -2.34082  0.15
36 H -1.95971 1.04144 -2.06121  0.08
37 H -1.68345 0.17095 -3.57273  0.13
38 H 0.38203 0.10299 -1.28633  0.09
39 H 0.20181 1.61683 -2.33023  0.12
40 H 0.53479 -1.01742 -3.81485  0.10
41 H 0.88663 0.64111 -4.30321  0.12
42 H 3.00168 0.79091 -3.12147  0.11
43 H 2.95239 -0.80305 -3.96544  0.11
44 H 2.16471 -1.76933 -1.54168  0.10
45 H 3.85393 -1.41338 -1.95045  0.12
46 H 2.15623 0.72004 -0.44133  0.10
47 H 3.88360 0.73940 -0.92501  0.12
48 H 2.73007 -1.27252 1.13332  0.10
49 H 4.42343 -1.17776 0.43039  0.11
50 H 3.61481 1.51196 1.21585  0.10
51 H 4.93548 0.57852 1.94120  0.12
52 H 2.88688 -0.58672 3.31878  0.12
53 H 1.94546 0.79774 2.72620  0.12
54 H 5.06670 2.35540 3.37556  0.09
55 H 3.41228 3.02380 2.96249  0.09
56 H 4.09016 3.09202 4.65184  0.10

E_LUMO = -3.87 eV
total charge = +1
energy relative to the best compared isomer or geometry (same formula, charge and spin) = 0.0 kcal/mol